{"formula": "C4H11NO4", "method": "ωB97M-V with the def2-TZVPD basis set", "species": ["C", "C", "C", "C", "N", "O", "O", "O", "O", "H", "H", "H", "H", "H", "H", "H", "H", "H", "H", "H"], "positions_angstrom": [[-0.19765, -0.08932, 0.77975], [0.32776, 0.22409, -0.51210], [-1.11082, -1.44275, -1.14891], [1.44215, 1.64460, 0.45370], [0.28424, -1.12315, 1.48758], [-1.00131, 0.73328, 1.45570], [-0.25328, 1.21458, -1.30782], [-0.27821, -2.57001, -0.75964], [0.62007, 2.76802, 0.70762], [-0.82607, 1.65553, 1.15933], [-0.83278, 0.72423, -1.91201], [-0.74011, -3.41350, -0.84581], [0.29443, 3.06086, -0.15634], [1.11487, -0.41057, -0.89178], [0.01968, -1.16834, 2.46004], [0.36287, -1.99678, 0.96360], [-1.17379, -1.43452, -2.24429], [-2.12622, -1.51980, -0.74478], [2.17780, 1.82559, -0.32998], [1.89637, 1.31797, 1.38613]], "atomic_forces_ev_per_a": [[-0.066, -0.057, 0.386], [1.066, 2.247, 1.813], [-0.433, -0.289, -0.231], [-0.356, -0.790, -1.063], [-0.428, 0.142, -0.367], [0.543, -0.483, -0.551], [0.026, -0.692, 0.127], [0.033, -0.075, 0.245], [-0.122, -0.044, -0.161], [0.026, -0.038, -0.134], [-0.136, -0.054, 0.092], [-0.013, 0.274, -0.117], [0.057, -0.040, 0.129], [-0.134, -0.113, -0.014], [-0.200, 0.005, -0.126], [0.128, 0.107, -0.130], [-0.047, 0.014, -0.067], [0.029, -0.217, 0.069], [0.101, 0.145, 0.135], [-0.071, -0.042, -0.035]], "homo_energy_ev": [-6.1, -6.1], "homo_lumo_gap_ev": [6.910, 6.911], "e_tot_ha": -514.5341, "de_lowest_kj_mol": 574.4, "spin_multiplicity": 1}


{"formula": "C4H11NO4S2", "method": "ωB97M-V with the def2-TZVPD basis set", "species": ["C", "C", "C", "C", "N", "O", "O", "O", "O", "S", "S", "H", "H", "H", "H", "H", "H", "H", "H", "H", "H", "H"], "positions_angstrom": [[0.26112, 0.41876, -1.21232], [2.49090, -1.01186, 0.28094], [-3.22245, 0.14169, 0.13573], [-0.11062, -0.28603, 0.01678], [0.01771, 0.39056, 1.33626], [0.97021, -2.46443, -1.27498], [0.60759, -2.68281, 1.16734], [-2.04187, -1.91159, 1.14506], [-1.77587, -1.66771, -1.37741], [0.91867, -1.87424, 0.03251], [-1.80544, -1.12031, -0.05556], [1.35049, 0.28203, -1.24364], [-0.20199, -0.14677, -1.99276], [-0.00824, 1.43865, -1.16935], [3.00184, -1.09801, -0.67259], [2.31738, -0.07786, 0.60940], [3.08827, -1.67602, 0.99932], [-3.99622, 0.09913, -0.61444], [-3.38143, -0.17629, 1.10640], [-2.87957, 1.11345, -0.09333], [0.99725, 0.60353, 1.65365], [-0.25662, -0.45602, 1.94171]], "atomic_forces_ev_per_a": [[0.954, -0.763, 0.236], [1.479, -5.282, -0.206], [2.145, -0.867, -2.254], [-0.876, -1.234, 2.653], [-0.136, -2.588, 0.451], [-0.011, 0.016, 0.021], [0.048, 0.032, 0.510], [0.732, 0.474, -1.034], [-0.303, -0.552, -0.262], [1.095, 0.636, -0.585], [-1.890, 1.402, 0.410], [-0.302, 0.641, -0.730], [-0.023, 0.088, -0.944], [-0.309, 1.143, -0.144], [0.031, 0.438, -0.079], [-0.001, 3.038, 1.090], [-0.940, 1.200, -0.726], [-0.394, -1.308, -0.036], [-1.283, 0.446, 1.945], [0.936, 1.321, 0.793], [-1.309, -0.192, -0.855], [0.355, 1.910, -0.252]], "homo_energy_ev": -9.8, "homo_lumo_gap_ev": 10.212, "e_tot_ha": -1310.9860, "de_lowest_kj_mol": 113.9, "spin_multiplicity": 1}


{"formula": "C4H11NOP", "method": "ωB97M-V with the def2-TZVPD basis set", "species": ["C", "C", "C", "C", "N", "O", "P", "H", "H", "H", "H", "H", "H", "H", "H", "H", "H", "H"], "positions_angstrom": [[-0.13440, 1.27711, 1.48826], [1.24683, 0.70982, 1.27013], [0.17172, 0.54055, -1.03778], [-0.07926, -0.67411, -1.92388], [0.16955, 0.17913, 0.45188], [-1.25318, -1.21450, -1.32297], [-0.44124, -1.49861, 0.81751], [-0.71451, 0.74834, 2.36131], [-0.47086, 2.25593, 1.12074], [2.04910, 1.38857, 0.90684], [1.71019, -0.02076, 1.94027], [-0.56523, 1.27142, -1.30420], [1.07246, 0.98882, -1.44707], [-0.28725, -0.34098, -2.93036], [0.66948, -1.42782, -1.89675], [-1.88255, -1.40630, -2.07713], [-1.54656, -1.03626, 1.45435], [0.28570, -1.74037, 2.12884]], "atomic_forces_ev_per_a": [[-0.140, -2.300, 1.340], [0.695, 1.309, 0.795], [0.894, -0.228, -0.837], [-0.717, 0.932, 1.410], [0.902, 4.334, -2.607], [-1.571, -0.704, -1.711], [0.734, -3.922, 2.894], [0.897, 1.471, -1.693], [0.326, -0.577, 0.220], [-0.924, -0.636, -0.549], [-0.609, 0.139, 0.168], [-0.876, 0.247, 0.576], [0.721, 0.091, 0.967], [0.112, 0.071, -0.299], [0.930, -0.406, -0.166], [0.485, -0.246, 1.643], [-1.464, 0.783, -0.261], [-0.395, -0.358, -1.887]], "homo_energy_ev": [-9.4, -15.7], "homo_lumo_gap_ev": [6.602, 8.893], "e_tot_ha": -629.8415, "de_lowest_kj_mol": 240.7, "spin_multiplicity": 3, "s2": 2.003, "charge": 1}


{"formula": "C4H11NOS", "method": "ωB97M-V with the def2-TZVPD basis set", "species": ["C", "N", "C", "C", "S", "C", "O", "H", "H", "H", "H", "H", "H", "H", "H", "H", "H", "H"], "positions_angstrom": [[0.45167, -1.32844, 1.64126], [0.29826, 0.21268, 1.56912], [0.20218, 0.65324, 0.17817], [1.00758, -0.15069, -0.89913], [1.32330, 0.67821, -2.44476], [-1.31044, 0.60510, -0.27201], [-1.76637, 1.51075, -1.30360], [0.57178, -1.53668, 2.68834], [-0.29853, -2.07212, 1.28920], [1.32751, -1.66211, 1.07903], [1.21912, 0.57768, 1.87733], [0.46325, 1.71970, 0.20653], [0.53387, -1.12673, -1.03977], [1.92812, -0.37397, -0.38896], [0.06277, 0.51741, -2.85082], [-1.48193, -0.39488, -0.69602], [-1.81961, 0.83786, 0.66331], [-2.71254, 1.33300, -1.29723]], "atomic_forces_ev_per_a": [[0.417, 0.664, 0.020], [0.592, -2.273, -0.661], [-1.633, 0.790, -2.175], [-0.221, 0.310, 1.859], [0.171, 0.017, -0.161], [0.721, 0.021, 0.309], [0.553, -0.150, 0.745], [0.280, -0.245, 0.484], [-0.478, 1.498, -0.002], [0.238, 0.118, 0.355], [-0.810, -0.537, 0.022], [0.250, -0.215, -0.399], [-0.032, 0.158, -0.148], [0.927, -0.070, -0.349], [-0.143, 0.159, -0.257], [-0.258, -0.107, 0.748], [-0.555, -0.427, -0.062], [-0.019, 0.289, -0.329]], "homo_energy_ev": [0.7, -5.6], "homo_lumo_gap_ev": [0.725, 8.389], "e_tot_ha": -687.0877, "de_lowest_kj_mol": 185.8, "spin_multiplicity": 2, "s2": 0.753, "charge": -1}